*i*
Molecular formula: C2H8N4O
Method: DFT, ωB97M-V/def2-TZVPD

The geometry in XYZ format:
```
15
Properties=species:S:1:pos:R:3:mulliken_charge:R:1
H 1.4543 -2.1431 2.9528 0.37
H -1.0276 -2.2681 1.6272 0.33
N -0.1946 2.3236 -1.6765 -0.16
N 0.7188 -2.7580 2.5778 -0.31
N -0.0531 -2.1918 1.4102 -0.45
O 0.3352 3.2087 -3.7262 -0.34
H -0.8264 -0.0891 0.6277 0.33
H 0.4204 4.1080 -4.1753 0.44
H -0.9650 4.0877 -2.3022 0.32
C -0.5230 1.3851 -0.9366 0.42
C -0.3347 3.2206 -2.6045 0.20
H 0.2014 -2.7474 0.5703 0.32
N -0.4996 0.5041 -0.1147 -0.21
H 1.0824 -3.7069 2.3854 0.39
H 0.2116 -2.9335 3.3847 0.34
```

E_HOMO ... -18.258 eV
LUMO ... -8.045 eV
Orbital gap ... 10.2 eV
Net charge ... +2
Spin multiplicity ... 1

***

*ii*
Molecular formula: C2H8N4O
Method: DFT, ωB97M-V/def2-TZVPD

The geometry in XYZ format:
```
15
Properties=species:S:1:pos:R:3:mulliken_charge:R:1
O 5.6565 -7.2011 2.6383 -0.10
C 4.6097 -7.5418 2.9767 0.64
N -2.4931 3.9308 -2.3500 -0.43
C -1.5219 5.9633 -2.5051 -0.59
N -2.5254 5.0706 -1.9592 0.45
H -3.2079 3.2907 -2.0615 0.29
H -1.9542 6.5653 -3.4290 0.32
H 2.7574 -8.2629 2.6900 0.27
N 3.3797 -7.7707 3.2382 0.04
H -0.7687 5.4061 -2.9328 0.32
H -3.2852 5.4323 -1.3166 0.32
H 2.1477 -6.9706 4.6895 0.26
H -1.2479 6.6891 -1.7425 0.31
H 3.6507 -7.4006 5.2354 0.28
N 2.9028 -7.5417 4.6186 -0.39
```

E_HOMO ... -17.231 eV
LUMO ... -7.656 eV
Orbital gap ... 9.6 eV
Net charge ... +2
Spin multiplicity ... 1

***

*iii*
Molecular formula: C2H8N4O
Method: DFT, ωB97M-V/def2-TZVPD

The geometry in XYZ format:
```
15
Properties=species:S:1:pos:R:3:mulliken_charge:R:1
N 0.4517 -2.0190 0.6001 -0.35
H -0.1924 -2.7319 -2.3120 0.37
H -1.1842 3.1661 3.0685 0.36
H 2.3595 -1.3868 -1.6267 0.34
O -0.4013 1.4450 0.5815 -0.30
H -0.2381 -1.1726 -2.9438 0.34
N 0.9145 -1.9235 -0.4083 0.46
H -0.3289 1.0465 2.4989 0.36
H -0.7338 3.9150 1.5967 0.45
N -1.2531 3.0515 2.1021 -0.35
C 1.2530 -1.4230 -1.5104 -0.22
C -0.6462 1.7018 1.7101 0.10
H 1.0258 -2.1819 -3.3867 0.40
N 0.3305 -1.9215 -2.6091 -0.34
H -2.2109 3.1609 1.7954 0.38
```

E_HOMO ... -16.765 eV
LUMO ... -7.686 eV
Orbital gap ... 9.1 eV
Net charge ... +2
Spin multiplicity ... 1

***

Which structure is the least stable? The one labeled *ii*.

***

*i*
Molecular formula: C2H8N4O
Method: DFT, ωB97M-V/def2-TZVPD

The geometry in XYZ format:
```
15
Properties=species:S:1:pos:R:3:mulliken_charge:R:1
C -1.2011 -0.2384 0.1011 0.54
O 2.7415 -0.5008 -0.2199 -0.44
H -1.1601 1.2482 -1.1913 0.24
H -2.7125 -1.3750 0.2686 0.31
H 2.0959 1.6413 0.7313 0.35
H -1.5427 -1.9515 1.4486 0.32
N -1.7401 0.5747 -0.8046 -0.33
H 0.5221 2.1209 1.2141 0.31
N 1.4004 -0.6722 -0.2641 -0.03
C 0.6444 0.2571 0.2432 0.41
H -2.7589 0.7418 -1.0367 0.30
H 1.1660 -1.5977 -0.7151 0.31
N 1.0040 1.4083 0.6303 -0.37
N -1.7127 -1.2935 0.6536 -0.32
H 3.2535 -0.3633 -1.0590 0.40
```

E_HOMO ... -19.525 eV
LUMO ... -8.529 eV
Orbital gap ... 11.0 eV
Net charge ... +2
Spin multiplicity ... 1

***

*ii*
Molecular formula: C2H8N4O
Method: DFT, ωB97M-V/def2-TZVPD

The geometry in XYZ format:
```
15
Properties=species:S:1:pos:R:3:mulliken_charge:R:1
H -0.9171 1.5112 0.9484 0.37
H 1.7455 0.5834 -1.7503 0.39
N 0.0799 0.1085 2.2113 -0.29
O 0.7127 0.2171 -0.0158 -0.20
C -0.4372 0.4448 0.8548 -0.36
N -0.5091 -1.1796 -2.2664 -0.59
H 0.9603 0.6577 2.5706 0.42
H 0.1065 -2.3557 -5.0975 0.34
C 0.8400 0.5489 -1.2598 -0.01
H 0.3504 -0.8404 2.2779 0.35
H -0.6784 0.3566 2.8112 0.38
H -0.0051 1.0010 -1.8707 0.37
H -1.2421 -0.1010 0.3927 0.43
N -0.4950 -1.9364 -4.4167 -0.61
N -0.3658 -1.5418 -3.3338 1.03
```

E_HOMO (spin up / spin down) ... -17.603 / -17.604 eV
LUMO (spin up / spin down) ... -9.965 / -9.965 eV
Orbital gap (spin up / spin down) ... 7.6 / 7.6 eV
Net charge ... +2
Spin multiplicity ... 1

***

Which structure is the least stable? The one labeled *ii*.

***

*i*
Molecular formula: C8H8N2O2
Method: DFT, ωB97M-V/def2-TZVPD

The geometry in XYZ format:
```
20
Properties=species:S:1:pos:R:3:mulliken_charge:R:1
O 0.7215 1.8185 -1.5025 -0.51
H -0.0563 -0.4067 3.3066 0.58
H 1.0602 2.9163 1.0466 0.36
C -0.0390 -1.4654 0.6677 0.24
H 0.4022 -0.8968 -3.4481 0.28
H -1.4823 -1.3942 -3.0643 0.28
C -0.3723 -1.4348 -0.6946 -0.35
C 0.6716 0.8228 0.5958 0.26
C 0.5115 0.8003 -0.9610 0.11
H 0.6048 2.1161 3.7447 0.30
H -0.7477 0.5726 -3.3689 0.29
C -0.6570 -0.5135 -2.8734 -0.84
C 0.8204 1.8855 1.4225 -0.15
N 0.3141 -0.1627 1.2903 0.07
C 0.2832 1.5625 2.7953 -0.68
H 0.0927 -2.1441 -1.2858 0.45
C 0.2041 0.1706 2.5721 -0.39
O -0.5230 -2.2103 1.6217 -0.61
N -0.3600 -0.2742 -1.4894 0.11
H -1.4488 -1.7624 -0.3753 0.21
```

E_HOMO ... -8.801 eV
LUMO ... -0.363 eV
Orbital gap ... 8.4 eV
Net charge ... 0
Spin multiplicity ... 1
SMILES string ... CN1CC(=O)n2cccc2C1=O

***

*ii*
Molecular formula: C8H8N2O2
Method: DFT, ωB97M-V/def2-TZVPD

The geometry in XYZ format:
```
20
Properties=species:S:1:pos:R:3:mulliken_charge:R:1
C 0.9121 -1.0711 -0.0562 0.29
C -1.3119 3.0058 -0.0455 -0.46
H 2.0979 -2.6778 0.7408 0.48
N 1.6079 -0.1036 -0.7138 -0.08
H 2.4958 -0.3365 -1.0125 0.11
C -1.5192 -1.0191 0.7497 -0.49
H -0.6680 3.8387 -0.7742 0.22
H -1.0030 2.9014 1.1564 0.25
C 1.1517 -2.2806 0.6510 -0.64
H -2.4936 -0.5374 1.2823 0.24
N -0.2561 0.9069 -0.2172 0.23
H 0.3179 -3.7404 1.9096 0.34
C -1.1560 -2.2695 1.2783 -0.20
H -2.0549 -2.7225 1.8666 0.19
O 1.4404 2.1112 -1.3981 -0.60
C 0.9324 1.0899 -0.9698 0.25
C 0.0365 -2.8903 1.2932 -0.59
H -2.5008 3.1336 -0.1584 0.22
O -1.1770 1.6934 -0.6802 -0.26
C -0.3391 -0.5515 0.1214 0.49
```

E_HOMO ... -8.428 eV
LUMO ... 0.739 eV
Orbital gap ... 9.2 eV
Net charge ... 0
Spin multiplicity ... 1
SMILES string ... COn1c(=O)[nH]c2ccccc21

***

Which structure is the least stable? The one labeled *i*.

***

*i*
Molecular formula: C18H18N4O2
Method: DFT, ωB97M-V/def2-TZVPD

The geometry in XYZ format:
```
42
Properties=species:S:1:pos:R:3:mulliken_charge:R:1
C -5.9328 0.3730 -0.0009 -0.35
H -1.9863 -3.4437 -1.0121 0.35
C -1.7785 -2.7556 1.0281 -1.02
H 1.1310 4.3369 -0.6291 0.37
C 5.0098 -1.9917 0.3786 -0.62
H -5.8633 -1.7028 -0.5233 0.42
C -3.8145 1.4312 0.2805 -0.27
N -1.7694 0.1563 0.0441 0.35
H 7.0874 -1.8004 -0.1114 0.38
C 4.7751 0.6400 -0.4480 -0.38
C -2.0938 -2.5174 -0.4414 -0.20
C 0.5782 3.7432 0.0968 -1.34
H -5.6768 2.4371 0.5403 0.37
C 3.7784 -1.3682 0.4361 -0.40
H 5.0972 -3.0193 0.6975 0.36
H 4.6899 1.6561 -0.8047 0.45
C -5.2983 -0.8130 -0.2921 -0.68
N 2.4148 0.5941 0.0904 0.34
C -5.1845 1.5072 0.2976 -0.80
C 3.6545 -0.0434 0.0219 0.62
C 6.1270 -1.3094 -0.0749 -0.47
N -1.1241 1.2476 -0.0929 -0.67
C -3.9030 -0.9240 -0.2941 0.17
C 6.0028 0.0052 -0.4893 -0.61
C 1.1320 0.0297 0.0219 0.44
H -1.9108 -1.8333 1.5874 0.24
H 6.8650 0.5428 -0.8553 0.37
C 1.0074 2.3262 0.0484 0.41
O 0.9146 -1.1615 -0.0398 -0.64
H -0.4834 3.7903 -0.1262 0.32
N 2.3178 1.9731 0.0314 -0.48
H -2.4284 -3.5234 1.4423 0.37
H 0.7489 4.1666 1.0872 0.31
H -3.2021 2.2900 0.5139 0.39
H -7.0117 0.4173 0.0045 0.37
H -1.4131 -1.7572 -0.8346 0.21
H 3.0633 2.5265 0.4288 0.33
C 0.2326 1.1884 0.0019 -0.02
O -3.4454 -2.1386 -0.6504 -0.47
H 2.9069 -1.8982 0.7810 0.46
C -3.1391 0.2332 -0.0141 0.77
H -0.7420 -3.0642 1.1162 0.30
```

E_HOMO ... -7.739 eV
LUMO ... -0.097 eV
Orbital gap ... 7.6 eV
Net charge ... 0
Spin multiplicity ... 1
SMILES string ... CCOc1ccccc1/N=N/c1c(C)[nH]n(-c2ccccc2)c1=O

***

*ii*
Molecular formula: C18H18N4O2
Method: DFT, ωB97M-V/def2-TZVPD

The geometry in XYZ format:
```
42
Properties=species:S:1:pos:R:3:mulliken_charge:R:1
H 1.3422 1.3724 -5.1868 0.37
O -1.1601 -4.3915 1.6371 -0.43
C 1.8405 -0.6201 -4.5392 -0.69
C 1.4588 0.3562 -1.9835 0.54
H -3.3135 -3.2301 2.6956 0.38
H 2.2937 -2.4954 -3.5802 0.43
H -0.2653 -0.1320 4.0282 0.47
C -1.6941 -0.1172 0.9711 -0.36
C -0.3679 1.8626 1.3111 0.11
H -1.5361 1.4724 -0.4381 0.45
C 1.8266 -0.9869 -2.1565 -0.86
H -2.3437 -0.6761 0.3163 0.30
C -0.8821 -2.7275 3.3948 -0.78
O 0.8803 4.5635 -0.6604 -0.67
C 0.9461 2.3901 -2.6644 -0.63
H -1.4516 -3.3336 4.1072 0.34
C -2.0679 -3.5389 0.9716 -0.32
H -1.5303 -2.9401 0.2201 0.28
C -0.0427 1.3985 2.5805 -0.93
N 1.2182 1.0387 -0.8839 -0.43
C -0.5195 0.1864 3.0290 -0.39
H 0.7560 3.2259 -3.3046 0.51
C -0.2086 -3.6488 2.3672 -0.41
N 0.1317 3.0954 0.8642 -0.13
H 0.1511 3.8544 1.5343 0.27
N -1.8067 -1.8300 2.7251 -0.09
H -0.1194 -2.1703 3.9334 0.36
H 1.9926 -1.0061 -5.5338 0.37
C 1.4850 0.6816 -4.3694 -0.09
H 0.4330 -4.3813 2.8599 0.40
H -3.4831 -1.9583 1.4757 0.48
C 0.6265 3.4097 -0.3590 0.06
H 0.3964 -3.0349 1.6804 0.19
C 0.8939 2.2909 -1.2866 0.28
C -2.7684 -2.6115 1.9736 -0.97
C 2.0126 -1.4663 -3.4212 -0.19
C -1.2316 1.1058 0.5306 -0.52
H 1.9507 -1.5986 -1.2787 0.48
H -2.7852 -4.1914 0.4708 0.36
H 0.5928 1.9940 3.2197 0.40
N 1.2952 1.1617 -3.1174 0.20
C -1.3313 -0.6218 2.2238 0.85
```

E_HOMO ... -7.340 eV
LUMO ... 0.432 eV
Orbital gap ... 7.8 eV
Net charge ... 0
Spin multiplicity ... 1
SMILES string ... O=C(Nc1ccc(N2CCOCC2)cc1)c1cn2ccccc2n1

***

Which structure is the least stable? The one labeled *i*.

***

*i*
Molecular formula: CH3NO2S
Method: DFT, ωB97M-V/def2-TZVPD

The geometry in XYZ format:
```
8
Properties=species:S:1:pos:R:3:mulliken_charge:R:1
H -0.3691 -0.1327 -1.0731 0.49
O 0.1184 -0.3268 0.7310 -0.52
N 1.2099 1.0631 2.2622 -0.42
C 0.6211 0.4856 1.3899 0.60
O -0.7743 0.1661 -2.0498 -0.43
S -2.4929 0.8091 -2.0333 -0.40
H 1.0913 1.9878 2.4798 0.28
H -1.1636 -0.5909 -2.4493 0.38
```

E_HOMO ... -8.045 eV
LUMO ... -0.043 eV
Orbital gap ... 8.0 eV
Net charge ... 0
Spin multiplicity ... 1

***

*ii*
Molecular formula: CH3NO2S
Method: DFT, ωB97M-V/def2-TZVPD

The geometry in XYZ format:
```
8
Properties=species:S:1:pos:R:3:mulliken_charge:R:1
S -0.8487 1.2543 2.8718 0.74
O -0.7788 0.4538 4.0630 -0.42
H -0.2558 -0.8484 -0.5090 0.27
H -0.4577 0.9006 -0.2036 0.20
H 1.1789 -0.0608 -0.0526 0.25
N -1.1874 2.6729 2.9214 -0.27
O -0.2455 -0.2671 1.4609 -0.32
C 0.1078 -0.1351 0.1716 -0.45
```

E_HOMO (spin up / spin down) ... -10.839 / -10.987 eV
LUMO (spin up / spin down) ... -2.375 / -2.557 eV
Orbital gap (spin up / spin down) ... 8.5 / 8.4 eV
Net charge ... 0
Spin multiplicity ... 1

***

Which structure is the least stable? The one labeled *ii*.

***

*i*
Molecular formula: C2H3OPS2
Method: DFT, ωB97M-V/def2-TZVPD

The geometry in XYZ format:
```
9
Properties=species:S:1:pos:R:3:mulliken_charge:R:1
P -0.0843 -0.3965 0.5487 0.59
S -0.2474 -1.8857 -1.1027 -0.16
O -0.5441 -0.8066 1.8969 -0.59
H 0.1220 1.9846 0.0751 0.30
C -0.6830 1.1701 -0.0225 -0.76
H -1.0786 1.3010 -1.0759 0.32
S 2.7497 -1.4347 -0.7372 -0.26
H -1.4747 1.3862 0.7439 0.29
C 1.2403 -1.3185 -0.3264 0.27
```

E_HOMO ... -8.872 eV
LUMO ... -0.920 eV
Orbital gap ... 8.0 eV
Net charge ... 0
Spin multiplicity ... 1
SMILES string ... C[P@@]1(=O)SC1=S

***

*ii*
Molecular formula: C2H3OPS2
Method: DFT, ωB97M-V/def2-TZVPD

The geometry in XYZ format:
```
9
Properties=species:S:1:pos:R:3:mulliken_charge:R:1
H 1.0905 -2.0931 0.2940 0.28
H 0.3505 2.0187 -1.2230 0.17
S 0.8240 1.8432 -0.0591 -0.25
C 0.5419 -1.2140 -0.1169 -0.05
H -1.1959 0.9737 1.6063 0.37
S 1.8259 0.0510 -0.2765 -0.03
C -0.7006 -0.8463 -0.1652 -0.16
O -1.9905 0.9875 1.0767 -0.45
P -1.8992 0.3448 -0.4048 0.12
```

E_HOMO ... -8.807 eV
LUMO ... -0.166 eV
Orbital gap ... 8.6 eV
Net charge ... 0
Spin multiplicity ... 1
SMILES string ... OP=C=CSS

***

Which structure is the least stable? The one labeled *ii*.

***

*i*
Molecular formula: C5H7NS
Method: DFT, ωB97M-V/def2-TZVPD

The geometry in XYZ format:
```
14
Properties=species:S:1:pos:R:3:mulliken_charge:R:1
C 2.0267 -0.6304 -0.2409 -1.09
H 1.2313 1.2528 -2.0341 0.22
C 0.6712 -0.0442 -0.4396 -0.14
N 0.4519 0.8702 -1.5284 -0.09
H -1.1309 1.9725 -2.1401 0.53
C -1.3220 0.8012 -0.3782 -0.36
H -2.4248 0.7994 -0.2538 0.25
H -1.8287 -1.0232 1.7588 0.11
S -0.4413 -0.9625 1.7252 -0.32
H 2.6918 -0.0451 0.5406 0.24
H 1.9304 -1.7588 -0.0447 0.34
C -0.4766 -0.0481 0.2836 0.57
C -0.7378 1.3421 -1.4727 -0.54
H 2.4599 -0.4124 -1.2452 0.29
```

E_HOMO ... -7.767 eV
LUMO ... 0.918 eV
Orbital gap ... 8.7 eV
Net charge ... 0
Spin multiplicity ... 1
SMILES string ... Cc1[nH]ccc1S

***

*ii*
Molecular formula: C5H7NS
Method: DFT, ωB97M-V/def2-TZVPD

The geometry in XYZ format:
```
14
Properties=species:S:1:pos:R:3:mulliken_charge:R:1
N 0.2065 -0.2370 0.4050 0.03
H -0.0284 -2.2673 -0.0273 0.30
H -2.6251 -2.0881 0.0526 0.34
H -0.8084 2.7893 -0.2748 0.27
C -0.4001 0.9717 0.1939 0.30
H 1.7062 -0.3415 -1.0466 0.43
H 2.0016 -1.1842 0.5426 0.38
C 1.5772 -0.3159 0.0191 -1.21
H 2.1532 0.6623 0.4035 0.31
H 1.1453 2.1872 -0.3526 0.18
C 0.0239 2.1061 -0.2411 -0.62
C -1.9209 -1.2557 0.0622 -0.20
S -2.4733 0.3113 0.1064 -0.22
C -0.5577 -1.3381 0.1573 -0.30
```

E_HOMO ... -7.138 eV
LUMO ... 0.655 eV
Orbital gap ... 7.8 eV
Net charge ... 0
Spin multiplicity ... 1
SMILES string ... C=C1SC=CN1C

***

Which structure is the least stable? The one labeled *ii*.

***

*i*
Molecular formula: C4H7NO3
Method: DFT, ωB97M-V/def2-TZVPD

The geometry in XYZ format:
```
15
Properties=species:S:1:pos:R:3:mulliken_charge:R:1
O -1.6220 -1.2739 0.8349 -0.75
H -0.1147 0.5455 2.0028 0.39
O 0.7781 0.1727 -1.4747 -0.58
H -0.0554 0.1954 -2.0096 0.41
H 0.3456 1.6479 0.5914 0.34
N -1.8199 0.2515 -0.9731 -0.62
H -2.1632 1.1805 -0.7592 0.21
C -1.1045 -0.3602 0.1495 0.92
H -2.5903 -0.3586 -1.2261 0.24
C 1.3609 -0.6493 0.6808 -0.07
O 2.6668 -0.3563 0.4627 -0.51
C 0.0190 0.6736 0.9379 -0.96
C 0.3828 -0.4346 -0.3169 0.17
H 2.7587 0.1047 -0.3884 0.37
H 1.1581 -1.3389 1.4880 0.44
```

E_HOMO ... -8.161 eV
LUMO ... 0.556 eV
Orbital gap ... 8.7 eV
Net charge ... 0
Spin multiplicity ... 1

***

*ii*
Molecular formula: C4H7NO3
Method: DFT, ωB97M-V/def2-TZVPD

The geometry in XYZ format:
```
15
Properties=species:S:1:pos:R:3:mulliken_charge:R:1
H -2.3220 -0.7690 -0.0986 0.32
O -0.4363 -1.5427 -0.5002 -0.31
C 0.1889 -0.0770 1.1629 -0.69
C -1.3121 -0.5332 -0.5756 -0.58
O 2.6621 -0.0294 -0.1639 -0.49
N 0.6329 -1.1441 0.3002 0.07
H -1.4443 1.1007 0.9648 0.41
H 0.5605 2.0022 -0.1924 0.33
H -0.2481 -0.5484 2.1186 0.26
C 1.5966 -0.4687 -0.5850 0.32
H -1.3426 -0.0303 -1.5156 0.38
O -0.0550 1.4833 -0.6759 -0.52
C -0.8092 0.5916 0.2916 -0.05
H 1.1525 0.4739 1.3209 0.36
H 1.1762 -0.5087 -1.8517 0.21
```

E_HOMO ... -9.758 eV
LUMO ... 0.696 eV
Orbital gap ... 10.5 eV
Net charge ... 0
Spin multiplicity ... 1
SMILES string ... O=CN1C[C@@H](O)CO1

***

Which structure is the least stable? The one labeled *ii*.